This record from the OMol25 dataset describes a molecular structure, H28O14Xe. The level of theory is wB97M-V/def2-TZVPD.

```
43
Properties=species:S:1:pos:R:3:forces:R:3
Xe -0.4541 0.5340 0.3836 0.195 0.194 0.175
O -0.0322 -3.6944 1.5600 0.268 0.023 0.508
H 0.2282 -4.5643 1.2572 -0.034 -0.287 0.026
H -0.0617 -3.1624 0.7648 -0.291 0.352 -0.839
O 3.2458 -0.1890 0.1463 -0.024 0.417 0.278
H 4.1692 -0.4335 0.0852 0.338 -0.058 0.228
H 2.7784 -0.9086 -0.2780 -0.441 -0.335 -0.344
O -1.1422 3.9649 -1.0993 -0.238 0.248 0.043
H -1.6241 3.4053 -1.7083 -0.194 -0.085 -0.085
H -0.2435 3.6370 -1.1320 0.404 -0.105 0.009
O 2.0475 1.3955 2.9902 0.371 0.410 -0.093
H 2.3646 0.8718 2.2543 0.208 -0.172 -0.138
H 1.1354 1.1269 3.1004 -0.433 0.015 0.207
O 2.3382 -1.3079 -2.3851 0.157 -0.760 0.216
H 3.1622 -0.9076 -2.1076 0.195 0.223 -0.273
H 1.7608 -0.5667 -2.5678 -0.268 0.488 -0.123
O -4.0642 -0.4492 1.7766 -0.492 0.659 -0.128
H -4.0605 -0.6200 0.8348 0.027 -0.039 -0.312
H -3.4114 -1.0522 2.1324 0.341 -0.462 0.367
O -0.7070 -2.5023 -1.0028 0.545 -0.498 0.244
H -1.2375 -1.8382 -1.4430 -0.564 0.324 0.031
H -0.4733 -3.1205 -1.6952 0.175 -0.169 -0.183
O 1.7350 3.0555 -1.2406 -0.026 0.464 0.023
H 2.0012 3.2453 -0.3410 0.017 -0.237 0.541
H 2.3312 3.5732 -1.7816 0.239 0.338 -0.155
O -2.9573 -0.8255 -1.2317 -0.187 -0.232 0.030
H -3.4344 -0.8116 -2.0614 -0.211 -0.084 -0.297
H -2.4242 -0.0306 -1.2480 0.113 0.365 0.029
O 1.8105 -1.6621 2.5144 0.120 0.221 0.279
H 2.0774 -1.1617 1.7433 0.260 0.183 -0.158
H 1.4004 -2.4505 2.1587 -0.355 -0.509 0.013
O 1.1384 1.2726 -3.0038 0.428 -0.355 -0.700
H 1.2846 1.9536 -2.3473 0.109 0.203 0.970
H 1.3453 1.6946 -3.8376 0.265 -0.035 -0.448
O -2.3554 -2.3508 2.8156 -0.296 0.114 0.094
H -1.9395 -2.4054 3.6760 0.099 0.024 0.207
H -1.6587 -2.5727 2.1978 0.326 -0.359 -0.176
O -0.7340 2.1915 3.4407 0.076 -0.170 -0.063
H -1.4848 1.9996 4.0026 -0.259 -0.162 0.092
H -0.6191 3.1393 3.5092 0.145 0.242 -0.028
O -1.1246 0.5040 -3.8001 -1.344 -0.550 -0.406
H -0.3078 0.8955 -3.4906 0.506 0.041 0.470
H -1.8029 1.1278 -3.5414 -0.267 0.113 -0.134
```
Forces are in eV/Å.

The spin multiplicity is 1. As for the total charge: 0.


This record from the OMol25 dataset describes C22H24N2O7S2 in the gas phase. The level of theory is wB97M-V/def2-TZVPD.

```
57
Properties=species:S:1:pos:R:3:forces:R:3
C -1.1821 -3.8050 -0.6056 -0.384 0.035 0.126
C -2.6594 -4.1802 -0.5672 0.423 -0.216 -0.273
O -3.4049 -3.3701 0.3300 -0.204 0.175 0.204
C -3.6056 -2.0683 0.0635 -0.101 0.336 0.154
C -3.3913 -1.4510 -1.1719 0.021 -0.168 -0.048
C -3.5835 -0.0888 -1.3051 -0.119 -0.060 -0.024
C -3.9869 0.6609 -0.2180 -0.176 0.726 0.006
S -3.9019 2.4393 -0.3114 0.280 -0.008 -0.435
O -4.1158 2.9943 0.9879 0.120 -0.301 0.208
O -4.6348 2.9728 -1.4187 0.049 -0.147 -0.221
N -2.2633 2.6735 -0.7490 -0.958 0.275 0.000
C -1.3485 1.7147 -0.3514 0.758 -0.498 0.457
C -1.4031 1.2436 0.9637 0.323 0.009 -0.086
C -0.5952 0.1950 1.3518 -0.150 -0.028 -0.003
C 0.2791 -0.3658 0.4393 0.393 -0.581 0.078
S 1.3808 -1.6637 0.9764 -0.214 0.014 0.175
O 1.9474 -2.3049 -0.1720 0.064 0.331 -0.126
O 0.7409 -2.4797 1.9653 -0.023 0.350 0.262
N 2.5956 -0.8001 1.7591 -0.506 -0.704 -0.103
C 3.0915 0.2537 0.9665 0.272 0.779 -0.212
C 3.9033 -0.0519 -0.1118 0.209 0.160 -0.168
C 4.3516 0.9601 -0.9542 -0.179 0.111 0.137
O 5.1325 0.7621 -2.0500 -0.044 0.242 0.037
C 5.5245 -0.5566 -2.3571 0.065 -0.139 -0.049
C 3.9825 2.2759 -0.6853 0.101 -0.238 -0.123
C 3.1723 2.5813 0.3928 -0.091 0.001 0.139
C 2.7065 1.5754 1.2262 -0.051 -0.284 0.149
O 1.8686 1.7482 2.3011 0.418 -0.326 -0.222
C 1.3712 3.0411 2.5506 -0.105 0.199 0.057
C 0.4002 0.1386 -0.8401 0.002 -0.033 -0.116
C -0.4189 1.1760 -1.2425 -0.141 0.177 0.132
C -4.2625 0.0567 0.9964 -0.112 -0.058 0.026
C -4.0893 -1.3018 1.1329 0.045 -0.141 -0.133
H -1.0306 -2.8195 -1.0398 0.055 0.071 -0.079
H -0.6352 -4.5324 -1.1977 0.086 -0.074 -0.101
H -0.7676 -3.7916 0.3993 0.017 -0.056 0.068
H -2.7785 -5.1890 -0.1648 -0.030 0.121 -0.136
H -3.1037 -4.1531 -1.5699 -0.029 -0.030 0.119
H -3.0636 -2.0197 -2.0267 0.059 -0.077 -0.058
H -3.4108 0.3985 -2.2523 0.103 -0.002 -0.150
H -2.1875 2.9740 -1.7097 -0.159 0.011 -0.099
H -2.0919 1.7086 1.6499 -0.024 -0.009 0.160
H -0.6398 -0.2090 2.3503 -0.078 0.011 0.181
H 2.2495 -0.4737 2.6516 -0.125 -0.030 0.166
H 4.1359 -1.0899 -0.2737 0.110 -0.095 -0.049
H 6.1418 -0.9847 -1.5616 -0.023 -0.003 -0.012
H 6.1125 -0.4815 -3.2705 -0.039 -0.072 0.072
H 4.6594 -1.2035 -2.5305 0.016 0.009 0.004
H 4.3366 3.0556 -1.3399 0.053 0.102 -0.083
H 2.8961 3.6093 0.5623 -0.044 0.101 0.046
H 2.1772 3.7424 2.7867 -0.032 -0.020 -0.019
H 0.7925 3.4148 1.7002 0.025 -0.005 0.013
H 0.7161 2.9411 3.4142 0.019 0.078 -0.047
H 1.1165 -0.3085 -1.5105 0.078 0.010 -0.151
H -0.3524 1.5664 -2.2472 -0.012 0.005 -0.151
H -4.5895 0.6708 1.8200 0.006 0.010 0.173
H -4.2843 -1.8013 2.0679 -0.017 -0.046 0.128
```
Forces are in eV/Å.

The SMILES is CCOc1ccc(S(=O)(=O)Nc2ccc(S(=O)(=O)Nc3cc(OC)ccc3OC)cc2)cc1. The spin multiplicity is 1. As for the total charge: 0.


LUMO level for the records above, in order: -0.42; 0.41 eV
Orbital gap for the records above, in order: 9.6; 8.6 eV
Energy relative to the best compared isomer or geometry (same formula, charge and spin) for the records above, in order: 20.1; 47.1 kcal per mole